No. 1
This record from the Open Molecules 2025 dataset describes 2 unconnected molecules or ions with the total composition C4H8O2. The level of theory is wB97M-V/def2-TZVPD.

ORCA input file:
```
! RIJCOSX wB97M-V def2-TZVPD def2/J DEFGRID3
* xyz 0 1
O 0.66762 0.26622 -2.39305
C 0.73357 -0.63969 -1.59705
C -0.39275 -1.07160 -0.68358
C 0.01117 -0.66707 0.71078
C -0.53465 0.36991 1.34633
O -0.13376 0.89268 2.52863
H 1.69009 -1.18607 -1.44155
H -1.31439 -0.57357 -1.00090
H -0.53089 -2.15855 -0.75994
H 0.85863 -1.18958 1.15642
H -1.38879 0.91341 0.95103
H 0.69557 0.46911 2.78976
H -0.27683 2.50693 -0.51874
H -0.08459 2.06788 -1.08814
*
```

**Structure (SMILES)**: O=CC/C=C/O.[H][H]
**F_max**: 0.564 eV Å⁻¹
**Highest occupied orbital energy**: -9.004 eV



No. 2
This record from the Open Molecules 2025 dataset describes 2 unconnected molecules or ions with the total composition C4H8O2 in a non-equilibrium geometry. The level of theory is wB97M-V/def2-TZVPD.

ORCA input file:
```
! RIJCOSX wB97M-V def2-TZVPD def2/J DEFGRID3
* xyz 0 1
C -0.65709 2.56892 -0.67057
C -0.77321 1.42062 0.07375
C -1.52528 1.22763 1.36109
H -1.42290 2.84832 -1.41641
H 0.17574 3.23233 -0.47509
H 0.10757 0.82454 -0.17381
H -1.33644 2.06744 2.02725
H -1.11173 0.32762 1.83672
H -2.60574 1.06630 1.28318
O 1.67317 -3.67984 -1.97257
C 1.45503 -3.03089 -0.99271
O 2.35101 -2.88447 0.00110
H 0.46956 -2.73605 -0.60270
H 3.20030 -3.25247 -0.27923
*
```

**Structure (SMILES)**: C=CC.O=CO
**F_max**: 2.277 eV Å⁻¹
**Highest occupied orbital energy**: -7.600 eV



No. 3
This record from the Open Molecules 2025 dataset describes 2 unconnected molecules or ions with the total composition C4H8O2. The level of theory is wB97M-V/def2-TZVPD.

ORCA input file:
```
! RIJCOSX wB97M-V def2-TZVPD def2/J DEFGRID3
* xyz 0 1
C -2.70700 0.10741 -0.03935
C -2.02450 1.01081 0.66316
C 0.64328 0.02107 0.57024
O 0.30526 -0.57368 -0.56994
O 1.94897 0.04911 0.69115
C 2.81756 -0.48989 -0.31847
H -3.01394 -0.83660 0.40559
H -3.00312 0.28660 -1.07040
H -0.67184 -0.52730 -0.58588
H -1.70309 1.95532 0.22893
H -1.71740 0.83707 1.68820
H 3.79441 -0.56021 0.15805
H 2.47282 -1.47055 -0.64891
H 2.85861 0.19083 -1.17237
*
```

**F_max**: 0.477 eV Å⁻¹
**Highest occupied orbital energy**: -8.845 eV



No. 4
This record from the Open Molecules 2025 dataset describes C4H8O2 in the gas phase. The level of theory is wB97M-V/def2-TZVPD.

ORCA input file:
```
! RIJCOSX wB97M-V def2-TZVPD def2/J DEFGRID3
* xyz 0 1
C 2.52602 0.43011 -0.50225
O 1.53987 -0.56053 -0.70124
C 0.22428 -0.28651 -0.43353
C -0.28902 0.41566 0.57755
O -1.62452 0.55759 0.84897
C -2.49484 -0.48734 0.43492
H 3.47853 -0.03473 -0.78065
H 2.34633 1.30838 -1.15069
H 2.59682 0.80180 0.53152
H -0.42129 -0.80289 -1.13828
H 0.31785 0.95825 1.29930
H -1.93186 -1.33867 0.04668
H -3.07465 -0.82285 1.30249
H -3.19353 -0.13825 -0.33479
*
```

**Structure (SMILES)**: CO/C=C/OC
**F_max**: 0.572 eV Å⁻¹
**Highest occupied orbital energy**: -8.277 eV